ORCA calculation (ωB97M-V with the def2-TZVPD basis set) on a cluster of 8 separate species, C44H103N2O9 in total at a distorted geometry.

Charge: 0
HOMO-LUMO gap (alpha / beta): 0.3323 / 0.3397 Ha
LUMO energy (alpha / beta): 0.710 / 0.399 eV
Multiplicity: 2
Electronic energy: -68700.2278 eV

Geometry (Å):
O1 0.396 3.756 -1.702
O2 1.721 3.125 2.681
O3 -2.032 -4.221 -8.272
O4 6.019 -4.336 6.696
O5 -0.791 -0.540 6.588
O6 -5.807 -0.447 -0.070
O7 6.584 4.049 -3.585
O8 -1.757 0.567 -7.097
O9 0.252 -5.518 5.970
N1 -3.238 3.751 2.753
N2 -5.380 0.744 -0.362
C1 -3.462 1.445 1.823
C2 1.511 -6.000 6.401
C3 7.375 -4.738 6.754
C4 -7.262 1.429 1.028
C5 -3.477 1.942 -1.502
C6 2.519 3.938 3.521
C7 -0.201 2.898 4.205
C8 8.197 -4.313 5.549
C9 0.147 -4.114 5.816
C10 -0.063 3.322 -2.966
C11 -2.790 0.798 3.077
C12 -2.736 0.584 5.625
C13 5.267 -4.848 5.612
C14 -2.134 0.655 -8.458
C15 1.936 -5.478 7.764
C16 -3.664 5.093 2.323
C17 -3.263 -1.288 -6.509
C18 0.843 2.224 3.330
C19 -5.789 1.718 0.692
C20 -1.269 -6.449 -8.987
C21 -1.412 -3.485 -9.309
C22 6.190 3.626 -4.877
C23 -2.423 -5.544 -8.590
C24 -2.761 0.113 -6.206
C25 -5.762 3.162 0.200
C26 -0.053 1.811 -3.110
C27 -2.822 2.837 1.670
C28 -1.343 -1.122 7.742
C29 7.893 3.688 -3.186
C30 2.800 3.977 -2.211
C31 1.094 -3.531 4.782
C32 -3.922 0.722 -0.662
C33 -1.699 -0.509 5.483
C34 6.189 2.117 -5.054
C35 1.712 3.400 -1.324
C36 3.460 3.156 4.422
C37 -3.601 0.805 4.372
C38 -3.655 -0.521 -1.536
C39 8.987 4.260 -4.072
C40 -3.277 1.620 -8.722
C41 -3.083 0.560 0.612
C42 -4.983 1.501 1.981
C43 5.166 -6.364 5.592
C44 -2.293 -3.277 -10.530
H1 4.065 2.466 3.833
H2 4.122 3.839 4.955
H3 -3.461 5.291 1.274
H4 -1.858 1.322 3.292
H5 2.765 3.558 -3.220
H6 -1.620 -7.474 -9.108
H7 -2.980 3.277 0.695
H8 7.985 2.598 -3.113
H9 -2.370 -0.340 -8.855
H10 -7.665 2.275 1.576
H11 -2.890 -5.931 -7.684
H12 3.102 4.565 2.846
H13 -1.802 -2.608 -11.237
H14 -3.441 1.724 -9.795
H15 -3.197 -5.540 -9.366
H16 -2.233 -0.614 8.111
H17 -4.450 -0.662 -2.261
H18 5.176 4.002 -5.013
H19 7.448 -5.820 6.910
H20 -3.799 -1.329 -7.459
H21 6.809 4.106 -5.644
H22 1.408 1.481 3.904
H23 7.877 -4.821 4.638
H24 2.280 -5.787 5.650
H25 -2.268 1.516 5.930
H26 -5.236 2.303 2.663
H27 4.483 -6.686 4.805
H28 -0.911 2.158 4.582
H29 -0.881 -3.930 5.501
H30 1.409 -7.084 6.447
H31 -1.089 3.686 -3.030
H32 2.856 -5.969 8.086
H33 8.960 3.837 -5.077
H34 8.004 4.081 -2.175
H35 -3.594 0.825 -6.172
H36 7.777 -4.265 7.651
H37 -7.851 1.287 0.130
H38 -4.212 1.276 -8.277
H39 0.490 3.796 -3.786
H40 -0.746 3.654 3.634
H41 -3.946 -1.623 -5.728
H42 -4.729 5.222 2.503
H43 9.967 4.040 -3.647
H44 1.158 -5.669 8.504
H45 2.691 5.059 -2.299
H46 -2.500 -4.215 -11.048
H47 1.820 3.785 -0.309
H48 -0.551 1.511 -4.033
H49 3.785 3.757 -1.798
H50 7.197 1.701 -5.003
H51 -3.094 -0.488 0.892
H52 -3.577 -1.419 -0.940
H53 1.890 4.613 4.112
H54 -2.162 -1.491 5.381
H55 -2.499 -0.221 2.851
H56 -4.767 3.573 0.103
H57 2.917 2.571 5.167
H58 -3.424 0.321 6.423
H59 -1.747 2.678 1.752
H60 -0.603 -1.094 8.533
H61 -2.443 3.859 3.368
H62 0.960 1.406 -3.136
H63 5.594 1.643 -4.273
H64 -0.490 -6.432 -8.224
H65 -4.134 1.734 4.514
H66 -3.250 -2.841 -10.238
H67 -2.714 -0.411 -2.063
H68 5.662 -4.475 4.660
H69 -1.590 -2.174 7.570
H70 -2.661 2.474 -1.031
H71 -1.066 -0.297 4.631
H72 5.771 1.853 -6.026
H73 -3.051 2.602 -8.305
H74 0.341 1.683 2.526
H75 2.125 -4.403 7.749
H76 9.249 -4.553 5.708
H77 -1.169 -2.516 -8.870
H78 4.799 -6.733 6.551
H79 -2.430 -1.989 -6.573
H80 -6.212 3.193 -0.789
H81 0.246 3.393 5.068
H82 -7.364 0.569 1.671
H83 8.103 -3.239 5.382
H84 4.270 -4.420 5.725
H85 -0.568 1.357 -2.261
H86 2.137 -3.620 5.089
H87 -2.057 0.804 0.340
H88 -3.095 1.599 -2.454
H89 -4.300 2.600 -1.746
H90 -6.348 3.794 0.852
H91 -1.242 0.998 -8.982
H92 0.983 -4.049 3.828
H93 -5.354 0.575 2.401
H94 -3.143 5.841 2.912
H95 1.804 2.310 -1.253
H96 -4.304 -0.023 4.335
H97 6.134 -6.833 5.405
H98 0.275 -3.612 6.781
H99 -2.302 0.125 -5.216
H100 8.878 5.341 -4.162
H101 -0.816 -6.142 -9.932
H102 -0.460 -3.947 -9.594
H103 0.880 -2.471 4.637

Atoms 1-3, force components in eV/Å:
O -0.2 0.3 0.1
O -0.1 0.0 -0.2
O 0.0 0.1 0.2

***

ORCA calculation (ωB97M-V with the def2-TZVPD basis set) on a cluster of 2 separate species, C4H8 in total at a distorted geometry.

Charge: 0
HOMO-LUMO gap: 0.4199 Ha
LUMO energy: 1.299 eV
Multiplicity: 1
Electronic energy: -4275.7476 eV
Relative energy (zero: lowest compared OMol25 entry of this formula, charge and spin): 139.5 kJ/mol
SMILES: C=C.C=C

Geometry (Å):
C1 3.886 0.238 2.163
C2 0.510 0.357 4.724
C3 0.587 -0.542 3.790
C4 4.503 -0.022 3.314
H1 2.904 0.722 2.117
H2 4.036 0.140 4.292
H3 -0.252 1.134 4.599
H4 4.385 0.005 1.216
H5 1.421 -1.253 3.759
H6 -0.113 -0.542 2.947
H7 5.498 -0.482 3.295
H8 1.179 0.433 5.588

Atoms 1-3, force components in eV/Å:
C 0.2 0.2 0.1
C -0.5 1.7 1.0
C 0.7 -1.3 -1.4

***

ORCA calculation (ωB97M-V with the def2-TZVPD basis set) on a structure of composition C35H38N6OSiZn at a distorted geometry.

Charge: +2
HOMO-LUMO gap: 0.2804 Ha
LUMO energy: -6.223 eV
Multiplicity: 1
Electronic energy: -104183.7460 eV
Relative energy (zero: lowest compared OMol25 entry of this formula, charge and spin): 64.5 kJ/mol

Geometry (Å):
Zn1 -1.223 -0.559 -0.229
Si1 2.597 0.180 -0.126
O1 0.571 -2.451 0.262
N1 0.065 1.623 -0.732
N2 -0.575 -1.142 3.875
N3 -1.281 -0.863 1.825
N4 0.574 -1.503 -0.543
N5 -3.139 0.119 -0.997
N6 -2.257 -2.440 -0.768
C1 3.201 0.792 2.581
C2 3.197 -0.734 4.433
C3 5.604 0.604 -2.982
C4 -6.355 -1.716 -1.032
C5 -1.583 -2.138 2.234
C6 -4.890 1.653 -1.558
C7 0.153 3.018 -2.877
C8 -5.918 -2.981 -0.828
C9 5.434 0.278 -0.236
C10 -3.586 -2.221 -0.804
C11 -1.146 -2.322 3.505
C12 -1.016 3.944 -0.911
C13 -0.677 -0.280 2.855
C14 -2.680 -4.794 -0.690
C15 -5.842 0.667 -1.457
C16 -0.236 1.127 2.964
C17 2.535 -1.484 2.249
C18 6.757 0.571 -2.212
C19 6.669 0.415 -0.839
C20 -4.527 -3.274 -0.765
C21 4.264 0.299 -0.997
C22 -0.159 1.664 -2.193
C23 3.428 0.535 3.921
C24 0.112 4.196 -1.898
C25 1.712 -1.279 -1.243
C26 -4.038 -4.589 -0.682
C27 -0.684 2.719 -0.046
C28 -4.048 -0.875 -0.959
C29 -1.827 -3.688 -0.734
C30 2.749 -1.740 3.593
C31 -5.431 -0.639 -1.147
C32 1.530 1.747 -0.494
C33 4.368 0.471 -2.380
C34 2.744 -0.210 1.716
C35 -3.557 1.333 -1.304
H1 0.464 0.885 -2.635
H2 1.997 2.227 -1.359
H3 2.411 -2.116 -1.261
H4 -5.145 2.670 -1.812
H5 -6.613 -3.799 -0.733
H6 -0.078 3.073 0.788
H7 -6.888 0.868 -1.624
H8 5.372 0.156 0.834
H9 -2.093 -2.839 1.611
H10 -1.167 4.797 -0.247
H11 -1.936 3.815 -1.482
H12 -1.597 2.302 0.387
H13 -4.730 -5.415 -0.630
H14 -0.758 -3.837 -0.708
H15 2.195 -2.290 1.617
H16 -1.087 1.800 2.877
H17 1.054 4.311 -1.364
H18 7.564 0.394 -0.236
H19 -0.605 3.183 -3.644
H20 1.114 2.990 -3.393
H21 0.477 1.356 2.179
H22 5.676 0.726 -4.052
H23 -2.263 -5.786 -0.657
H24 -1.199 -3.171 4.150
H25 1.553 -0.814 -2.206
H26 1.715 2.422 0.343
H27 3.802 1.318 4.564
H28 -0.060 5.119 -2.449
H29 3.397 1.781 2.194
H30 -0.158 -0.947 4.771
H31 0.244 1.293 3.923
H32 3.482 0.501 -2.998
H33 -1.195 1.386 -2.385
H34 2.586 -2.736 3.978
H35 -7.408 -1.501 -1.126
H36 -2.818 2.110 -1.363
H37 3.380 -0.933 5.478
H38 7.723 0.669 -2.682

Atoms 1-3, force components in eV/Å:
Zn -0.6 0.5 0.1
Si 0.3 0.4 -0.6
O 0.1 1.1 -1.3

***

ORCA calculation (ωB97M-V with the def2-TZVPD basis set) on a cluster of 6 separate species, C10H19Cl15NO5P in total.

Charge: 0
HOMO-LUMO gap: 0.3745 Ha
LUMO energy: 0.302 eV
Multiplicity: 1
Electronic energy: -219533.2398 eV
SMILES: COCCCO[P@](=O)(O)OCN.ClC(Cl)Cl.ClC(Cl)Cl.ClC(Cl)Cl.ClC(Cl)Cl.ClC(Cl)Cl

Geometry (Å):
Cl1 -6.887 -2.105 -5.533
Cl2 -2.266 -5.493 0.587
Cl3 -0.612 -4.560 2.787
Cl4 -1.797 -1.271 -1.123
Cl5 -3.554 -3.355 -1.875
Cl6 3.599 7.057 -0.247
Cl7 -6.967 -4.222 -3.543
Cl8 -3.887 -0.732 -3.119
Cl9 -2.651 -6.497 -3.144
Cl10 -1.098 -4.383 -4.386
Cl11 0.505 -4.799 0.114
Cl12 6.490 7.178 0.027
Cl13 -5.333 -4.535 -5.925
Cl14 4.810 7.011 2.391
Cl15 0.258 -6.611 -3.108
P1 0.033 -0.462 1.653
O1 0.638 -0.116 3.086
O2 -1.181 0.526 1.480
O3 1.033 0.083 0.549
O4 1.887 3.250 2.525
O5 -0.304 -1.890 1.528
N1 3.233 -0.060 1.468
C1 -0.384 2.843 1.908
C2 -1.156 -5.562 -3.073
C3 4.944 7.627 0.744
C4 -0.936 -4.417 1.064
C5 -3.436 -1.610 -1.659
C6 2.380 -0.426 0.386
C7 -1.101 1.870 0.971
C8 0.998 3.297 1.430
C9 -5.974 -3.395 -4.745
C10 3.185 3.707 2.216
H1 -2.141 2.161 0.833
H2 -1.141 -5.021 -2.134
H3 3.382 3.672 1.137
H4 -0.272 2.400 2.899
H5 3.818 0.735 1.259
H6 0.957 4.320 1.029
H7 -1.204 -3.387 0.857
H8 -0.634 1.845 -0.016
H9 4.894 8.706 0.786
H10 3.908 3.067 2.728
H11 -5.136 -2.943 -4.230
H12 2.317 -1.511 0.288
H13 2.682 -0.005 -0.573
H14 1.358 2.644 0.623
H15 3.331 4.740 2.546
H16 -4.120 -1.332 -0.867
H17 3.814 -0.824 1.779
H18 0.742 -0.934 3.587
H19 -1.026 3.718 2.034

Atoms 1-3, force components in eV/Å:
Cl 0.0 0.0 0.0
Cl 0.1 0.0 0.1
Cl 0.0 -0.2 0.0

***

ORCA calculation (ωB97M-V with the def2-TZVPD basis set) on a structure of composition C4H10S at a distorted geometry.

Charge: 0
HOMO-LUMO gap: 0.3516 Ha
LUMO energy: 0.655 eV
Multiplicity: 1
Electronic energy: -15140.0149 eV
Relative energy (zero: lowest compared OMol25 entry of this formula, charge and spin): 516.4 kJ/mol

Geometry (Å):
S1 -0.380 2.232 0.939
C1 -0.074 -0.333 -0.975
C2 -0.864 -1.527 -0.524
C3 0.969 0.185 0.019
C4 0.440 0.710 1.377
H1 0.680 -0.655 -1.844
H2 -1.062 -1.484 0.742
H3 0.119 -2.499 -0.802
H4 1.476 1.294 -0.303
H5 -0.351 0.233 1.918
H6 -1.773 -1.562 -1.461
H7 1.820 -0.749 -0.184
H8 -0.499 0.594 -1.486
H9 -1.838 2.230 0.686
H10 1.337 1.330 1.896

Atoms 1-3, force components in eV/Å:
S -2.7 3.1 -0.7
C 3.0 2.3 -2.8
C 0.9 -2.0 -1.1

***

ORCA calculation (ωB97M-V with the def2-TZVPD basis set) on a structure of composition C32H29AsN5O5PtS2 at a distorted geometry.

Charge: +1
HOMO-LUMO gap (alpha / beta): 0.1803 / 0.1444 Ha
LUMO energy (alpha / beta): -3.671 / -6.172 eV
Multiplicity: 5
Electronic energy: -137086.1349 eV
Relative energy (zero: lowest compared OMol25 entry of this formula, charge and spin): 4.4 kJ/mol

Geometry (Å):
Pt1 -0.858 0.743 -0.390
As1 -1.018 -0.712 2.859
S1 1.002 -3.464 -0.960
S2 7.641 -0.696 2.719
O1 8.019 -2.035 3.103
O2 8.712 0.262 2.610
O3 6.427 -0.199 3.337
O4 -1.118 -1.473 -0.597
O5 -1.144 0.568 1.768
N1 1.083 0.200 -0.390
N2 7.903 -1.341 0.017
N3 -1.130 -2.057 -1.775
N4 -2.812 1.494 -0.446
N5 5.875 -0.658 0.718
C1 6.034 -1.207 -1.500
C2 -6.416 0.644 -0.311
C3 3.002 -0.526 -1.621
C4 -2.866 2.821 -0.542
C5 -3.940 -0.633 -0.160
C6 -0.294 -3.634 -3.341
C7 1.867 0.368 0.707
C8 -3.976 0.765 -0.338
C9 -0.609 0.076 4.552
C10 -1.424 4.881 -0.701
C11 -5.106 -1.346 -0.072
C12 -2.064 -1.675 -2.672
C13 7.345 -1.475 -1.206
C14 -0.198 -3.035 -2.066
C15 -4.097 3.510 -0.595
C16 -5.260 2.813 -0.541
C17 -1.250 -3.266 -4.253
C18 -6.360 -0.711 -0.152
C19 -5.231 1.407 -0.402
C20 0.955 4.629 -0.562
C21 0.819 3.251 -0.430
C22 -2.153 -2.257 -3.910
C23 -1.572 3.503 -0.567
C24 3.192 0.071 0.713
C25 1.675 -0.230 -1.537
C26 0.332 -1.984 2.417
C27 -0.446 2.681 -0.430
C28 3.825 -0.410 -0.469
C29 -0.159 5.443 -0.696
C30 -2.689 -1.639 3.020
C31 7.101 -0.914 0.990
C32 5.191 -0.744 -0.446
H1 1.367 0.762 1.581
H2 1.316 -1.568 2.625
H3 0.434 -4.400 -3.565
H4 1.946 5.065 -0.562
H5 0.252 -2.222 1.356
H6 3.765 0.205 1.623
H7 -7.267 -1.295 -0.084
H8 -2.730 -2.447 2.292
H9 0.177 -2.878 3.019
H10 3.393 -0.878 -2.565
H11 0.385 0.517 4.505
H12 -2.775 -2.049 4.026
H13 -2.984 -1.131 -0.095
H14 5.644 -1.336 -2.500
H15 -3.496 -0.934 2.835
H16 -2.721 -0.891 -2.326
H17 -7.367 1.158 -0.367
H18 -0.043 6.513 -0.798
H19 8.017 -1.822 -1.981
H20 -5.062 -2.419 0.068
H21 -2.919 -1.921 -4.594
H22 1.028 -0.338 -2.398
H23 -4.100 4.585 -0.680
H24 -1.341 0.852 4.764
H25 -1.298 -3.743 -5.221
H26 -0.636 -0.687 5.329
H27 -6.215 3.321 -0.591
H28 1.709 2.647 -0.335
H29 -2.286 5.525 -0.811

Atoms 1-3, force components in eV/Å:
Pt 0.1 0.1 0.0
As 0.0 0.1 0.1
S 0.0 0.0 0.0